Record 1
Below is a single C7H6ClNOSi molecule in a non-equilibrium geometry, with properties calculated with ωB97M-V with the def2-TZVPD basis set.

total charge: 0
SMILES: [SiH3]c1cccc2oc(Cl)nc12

Atoms and positions in Å:
Si1 -2.4322 -1.1756 -0.3374
C1 -1.0525 0.1088 0.0696
C2 -1.0165 1.4377 0.1579
C3 0.1389 2.2051 0.4297
C4 1.4068 1.6771 0.5043
C5 1.5093 0.2886 0.1688
O1 2.6627 -0.5366 0.0327
C6 2.1257 -1.6585 -0.3776
Cl1 3.1959 -3.0232 -0.4133
N1 0.8211 -1.7755 -0.4575
C7 0.4366 -0.5212 -0.0670
H1 -2.9589 -1.6588 0.8614
H2 -1.7383 -2.3843 -1.0769
H3 -3.3785 -0.5827 -1.1631
H4 -1.9772 1.9841 0.2624
H5 -0.0458 3.3778 0.6431
H6 2.3029 2.2373 0.7627

Atoms 1-3, force components in eV/Å:
3.4 -0.7 -0.7
3.9 -4.2 -1.9
-1.4 1.7 1.3

Results of the Mulliken charge analysis, in e, for atoms 1 through 2:
1. Si 0.430
2. C 0.030

Record 2
Below is a single C7H6F2O2 molecule in a non-equilibrium geometry, with properties calculated with ωB97M-V with the def2-TZVPD basis set.

total charge: 0
SMILES: O=C(F)[C@H](F)/C=C\C=C=CO

Atoms and positions in Å:
O1 2.1284 -0.0689 -0.1749
C1 1.2111 -0.6926 -0.4510
F1 0.8191 -1.9329 0.1712
C2 0.2657 -0.4980 -1.6787
F2 0.2633 0.7643 -2.0416
C3 -1.1593 -0.8798 -1.3647
C4 -1.7267 -0.8171 -0.1250
C5 -1.1301 -0.2275 1.1206
C6 -0.2679 0.7389 1.1668
C7 0.5633 1.7056 1.4845
O2 1.8940 1.8803 1.4512
H1 0.5823 -1.0803 -2.4926
H2 -1.7920 -1.2862 -2.1365
H3 -2.7659 -0.9653 -0.0460
H4 -1.5348 -0.5853 2.0240
H5 0.0733 2.6681 1.4399
H6 2.5762 1.2766 1.6529

Atoms 1-3, force components in eV/Å:
2.5 0.7 0.9
-3.3 -3.0 -1.8
1.4 1.6 -0.6

Results of the Mulliken charge analysis, in e, for atoms 1 through 2:
1. O -0.418
2. C 0.281

| no. | E_LUMO (eV) | orbital gap (eV) |
| --- | --- | --- |
| 1 | 0.277 | 9.103 |
| 2 | 0.524 | 9.675 |